# 1
{"formula": "C4H12S", "method": "the ωB97M-V functional and the def2-TZVPD basis", "symbols": ["S", "C", "C", "C", "C", "H", "H", "H", "H", "H", "H", "H", "H", "H", "H", "H", "H"], "positions_angstrom": [[0.4615, 2.9124, -2.1052], [-0.6898, 1.7565, -1.3582], [-0.3556, -3.1216, 1.5032], [-1.0080, -1.7655, 1.2339], [1.9252, 2.6503, -1.0776], [-1.4019, 1.4853, -2.1319], [-0.9258, -3.6715, 2.2395], [-1.2450, -1.3002, 2.1894], [1.7972, 3.1087, -0.0972], [-0.2266, 0.8131, -1.0657], [-0.2799, -3.7143, 0.5900], [-1.2722, 2.1544, -0.5266], [0.6762, -2.9940, 1.8294], [-0.3964, -1.1009, 0.6239], [2.7746, 3.0950, -1.5960], [-1.9621, -1.8929, 0.7295], [2.1285, 1.5853, -0.9804]], "forces_ev_per_angstrom": [[0.2, -0.1, 0.0], [-0.5, -0.4, 0.0], [0.4, 0.4, -0.7], [-0.2, -0.3, 0.2], [-0.1, 0.0, 0.0], [-0.1, 0.1, -0.2], [0.0, -0.2, 0.2], [0.2, 0.3, 0.0], [0.1, -0.1, 0.0], [0.2, 0.2, 0.1], [-0.2, -0.1, 0.0], [0.3, 0.1, 0.1], [-0.1, 0.0, 0.3], [0.1, 0.0, 0.1], [-0.1, 0.1, 0.1], [-0.1, 0.0, -0.2], [0.0, 0.0, 0.1]], "smiles": "CSC.CC", "homo_energy_ev": -8.512, "e_above_lowest_kj_mol": 13.81, "homo_lumo_gap_ha": 0.34854, "energy_ev": -15177.5628}

---

# 2
{"formula": "C45H22F15GeN4O2S2Ti", "method": "the ωB97M-V functional and the def2-TZVPD basis", "symbols": ["Ge", "Ti", "S", "S", "F", "F", "F", "F", "F", "F", "F", "F", "F", "F", "F", "F", "F", "F", "F", "O", "O", "N", "N", "N", "N", "C", "C", "C", "C", "C", "C", "C", "C", "C", "C", "C", "C", "C", "C", "C", "C", "C", "C", "C", "C", "C", "C", "C", "C", "C", "C", "C", "C", "C", "C", "C", "C", "C", "C", "C", "C", "C", "C", "C", "C", "C", "C", "C", "C", "C", "H", "H", "H", "H", "H", "H", "H", "H", "H", "H", "H", "H", "H", "H", "H", "H", "H", "H", "H", "H", "H", "H"], "positions_angstrom": [[-0.0421, -3.5713, -2.2049], [0.3521, -0.1653, -0.9797], [-0.1834, -1.5884, -2.9904], [0.5954, 4.3219, -2.3315], [-2.7303, -5.3332, -2.4341], [1.7872, -2.1764, -0.3256], [4.4282, -6.5869, -2.0210], [0.3340, -5.9416, -6.8694], [-2.5695, -2.2197, 2.3222], [-2.7472, -4.7979, 3.1456], [5.6415, -4.8409, -0.3500], [-3.5678, -6.9116, -4.4306], [-1.3970, -1.6134, 0.0063], [4.3085, -2.6228, 0.5059], [-1.7324, -6.7889, 1.6065], [1.1946, -4.3633, -4.8618], [1.9264, -6.1529, -2.8612], [-2.0481, -7.2227, -6.6550], [-0.5595, -6.2033, -0.7472], [-0.6690, 5.0411, 3.8265], [2.0879, 0.6104, -1.1418], [4.3255, 2.6105, 4.3456], [-8.3312, 5.0432, -1.3989], [4.7917, 1.7723, 3.5552], [0.8042, 0.2775, 1.0215], [2.1206, 0.6656, 1.1704], [3.7288, -3.4696, -0.3365], [-0.9678, -3.9002, -0.4813], [4.1597, 1.1630, -0.0278], [1.4200, 4.3877, 2.7646], [-1.9331, -5.4738, -3.5035], [-2.4052, 1.7020, -1.1199], [2.2520, 3.4456, 5.2308], [-7.3311, 4.4769, -1.3512], [2.6566, 3.7703, 2.8920], [-3.6493, 2.3961, -1.1733], [3.0639, 3.2591, 4.1161], [3.7777, -5.4902, -1.6254], [-6.0821, 3.7702, -1.2908], [2.4428, -3.2630, -0.7952], [-2.0808, -3.1955, 1.5600], [0.0190, -4.9884, -4.7271], [-1.0622, -5.1987, -0.0105], [0.0715, 0.1061, 2.1549], [-1.3155, 1.1516, -1.1008], [2.8090, 0.8342, -0.0501], [1.6915, 3.8853, -0.9720], [-0.8279, 4.8386, -1.3567], [0.6247, 0.2527, 3.4110], [-1.6197, -6.4456, -5.6615], [0.5809, 4.4964, 3.8682], [4.4016, -4.6002, -0.7684], [-2.3913, -6.2873, -4.5255], [-0.7179, -4.8187, -3.5674], [-0.4049, -5.7908, -5.7688], [2.7333, 0.8875, 2.4171], [-1.1947, 5.3403, 2.5480], [-5.7241, 2.8920, -2.3139], [-4.5224, 2.2155, -2.2546], [4.7756, 1.4036, 1.1968], [-2.1714, -4.5088, 1.9822], [1.7891, -4.1096, -1.6696], [-1.4761, -2.9196, 0.3455], [-1.6535, -5.5230, 1.1939], [1.9528, 0.6257, 3.5745], [-5.2239, 3.9596, -0.2082], [2.4862, -5.2398, -2.0560], [1.0134, 4.0426, 5.1107], [4.0739, 1.3501, 2.3910], [-4.0238, 3.2791, -0.1518], [4.7048, 1.2476, -0.9591], [1.1148, 4.7546, 1.7958], [2.3821, 0.7222, 4.5603], [-6.3935, 2.7488, -3.1518], [0.3579, 4.1579, 5.9639], [-0.0042, 0.0870, 4.2768], [1.1946, 3.1805, -0.3038], [5.8179, 1.6966, 1.2360], [2.5664, 3.3953, -1.3926], [-2.2185, 5.6691, 2.7083], [-3.3576, 3.4181, 0.6895], [-0.9740, -0.1372, 2.0218], [3.2870, 3.6620, 2.0191], [2.5976, 3.0834, 6.1912], [-0.5999, 5.7299, -0.7690], [-0.6346, 6.1430, 2.0594], [-4.2359, 1.5368, -3.0462], [2.0060, 4.7745, -0.4232], [-1.1365, 4.0169, -0.7111], [-5.5071, 4.6398, 0.5842], [-1.6420, 5.0644, -2.0441], [-1.1906, 4.4581, 1.9021]], "forces_ev_per_angstrom": [[0.0, 0.0, 0.1], [-0.3, 0.3, 0.2], [0.0, 0.0, 0.0], [0.0, 0.0, 0.0], [0.0, 0.0, 0.0], [0.1, -0.1, 0.1], [0.0, 0.0, 0.0], [0.0, 0.0, 0.0], [0.0, 0.0, 0.0], [0.0, 0.0, 0.0], [0.0, 0.0, 0.0], [0.0, 0.0, 0.0], [0.0, 0.0, 0.0], [0.0, 0.0, 0.0], [0.0, 0.0, 0.0], [0.0, 0.0, 0.0], [0.0, 0.0, 0.0], [0.0, 0.0, 0.0], [0.0, 0.0, 0.0], [0.0, 0.0, 0.0], [0.3, 0.0, -0.1], [-0.1, -0.1, 0.1], [0.0, 0.0, 0.0], [0.1, 0.0, -0.1], [-0.1, -0.2, -0.3], [0.0, 0.0, 0.0], [0.0, 0.0, 0.0], [0.0, 0.0, 0.0], [0.0, 0.1, -0.1], [0.0, 0.0, 0.0], [0.0, 0.0, 0.0], [0.1, 0.1, 0.0], [0.0, 0.0, 0.0], [0.0, 0.0, 0.0], [0.0, 0.1, 0.0], [0.0, 0.0, 0.0], [0.0, 0.1, 0.0], [0.0, 0.0, 0.0], [0.0, 0.0, 0.0], [0.0, 0.0, 0.0], [0.0, 0.0, 0.0], [0.0, 0.0, 0.0], [0.0, 0.0, 0.0], [0.0, 0.0, 0.0], [0.0, -0.1, 0.0], [0.0, -0.1, 0.1], [0.0, 0.0, 0.0], [0.0, 0.0, 0.0], [0.0, 0.0, 0.0], [0.0, 0.0, 0.0], [0.0, 0.0, 0.0], [0.0, 0.0, 0.0], [0.0, 0.0, 0.0], [0.0, 0.0, 0.0], [0.0, 0.0, 0.0], [0.0, -0.1, 0.0], [0.0, 0.0, 0.0], [0.0, 0.0, 0.0], [0.0, 0.0, 0.0], [0.0, 0.0, 0.1], [0.0, 0.0, 0.0], [0.0, 0.0, 0.0], [0.0, 0.0, 0.0], [0.0, 0.0, 0.0], [0.0, -0.1, 0.0], [0.0, 0.0, 0.0], [0.0, 0.0, 0.0], [0.0, 0.0, 0.0], [0.0, -0.1, 0.0], [0.0, 0.0, 0.0], [0.0, 0.0, 0.0], [0.0, 0.0, 0.0], [0.0, 0.0, 0.0], [0.0, 0.0, 0.0], [0.0, 0.0, 0.0], [0.0, 0.0, 0.0], [0.0, 0.0, 0.0], [0.0, 0.0, 0.0], [0.0, 0.0, 0.0], [0.0, 0.0, 0.0], [0.0, 0.0, 0.0], [0.0, 0.0, 0.0], [0.0, 0.0, 0.0], [0.0, 0.0, 0.0], [0.0, 0.0, 0.0], [0.0, 0.0, 0.0], [0.0, 0.0, 0.0], [0.0, 0.0, 0.0], [0.0, 0.0, 0.0], [0.0, 0.0, 0.0], [0.0, 0.0, 0.0], [0.0, 0.0, 0.0]], "homo_energy_ev": [-3.031, -5.189], "charge": -1, "e_above_lowest_kj_mol": 50.84, "homo_lumo_gap_ha": [0.17378, 0.25336], "energy_ev": -199140.4373, "spin_multiplicity": 3}